The following is a DFT calculation (wB97M-V/def2-TZVPD) of a structure of composition C30H29BN6O4S2W.

CARTESIAN COORDINATES (ANGSTROEM)
C (1.7032, -2.2993, -2.0505)
H (0.6967, 2.8044, 4.0430)
H (-5.0178, 0.9140, 0.0198)
C (-3.7260, 1.1458, -3.7613)
C (4.0915, 1.1086, 1.7316)
C (4.1439, 1.1030, 0.3794)
C (2.5386, -0.2722, 0.9613)
W (-0.6520, -0.2982, -0.2008)
H (-3.2090, -3.9963, -0.0189)
O (0.2894, 1.4519, 0.3231)
C (-3.3934, 0.7776, -1.3337)
H (3.8251, 0.4473, -2.2174)
O (-2.6855, 0.4697, -0.3549)
C (-4.2969, -3.8563, 1.8305)
H (2.2089, 4.6703, 4.6654)
H (3.3674, 0.3760, 4.1307)
H (-5.4418, 0.2225, -1.5573)
C (-3.3678, -3.4496, 0.9015)
O (-1.7125, -1.9595, 0.1989)
C (3.9059, -2.3202, -1.9583)
H (0.0978, 1.2569, -4.2898)
C (-0.9755, 1.2321, -4.1590)
H (0.7635, -4.6706, -3.3751)
C (1.2591, 3.3353, 3.2866)
H (-2.0621, -0.0294, 3.6559)
C (3.5157, -3.5914, -2.1800)
C (-1.4594, 0.9842, -2.8518)
C (2.8073, 5.0584, 2.6402)
H (4.8907, -1.9008, -1.8564)
H (-1.4426, 1.5843, -6.1965)
N (2.7852, -1.5209, -1.8860)
C (-4.8535, 0.9902, -1.0515)
S (0.0228, -1.9414, -2.1006)
B (2.8671, 0.0122, -1.6219)
H (-3.8353, -1.4678, 4.1732)
H (0.5341, -4.7521, -1.6241)
H (-5.1877, 1.9613, -1.4153)
H (1.7164, 3.3267, -0.0649)
N (-1.1543, 0.1705, 1.8671)
H (4.6575, 1.6540, 2.4651)
H (4.0770, -4.4985, -2.3112)
H (-3.9038, 1.5064, -5.8553)
N (3.0855, 0.2382, 2.0863)
C (-4.4842, -3.1456, 3.0218)
S (1.2679, -1.4426, 0.9477)
C (-2.8642, 0.9426, -2.6610)
H (1.8969, -5.6163, -2.3825)
C (-1.8406, 1.4105, -5.2039)
C (-1.9809, -0.4285, 2.6475)
C (1.8282, 3.6393, 0.9650)
C (1.2785, -4.7225, -2.4172)
N (2.1369, -3.5692, -2.2334)
H (1.6594, 0.3658, 3.6135)
H (3.2095, 5.2200, 0.5392)
C (-2.7754, -1.5783, 2.3134)
C (2.6646, 4.6903, 1.3102)
H (3.4632, 5.8768, 2.9093)
C (-3.7187, -2.0278, 3.2521)
C (-2.5894, -2.2972, 1.1150)
H (-4.7965, 1.1161, -3.6065)
N (-0.4478, 1.2148, 2.4655)
C (-3.2345, 1.3666, -5.0181)
C (2.6483, -0.0579, 3.4404)
C (0.2672, 1.8132, 1.5639)
H (-4.8875, -4.7433, 1.6367)
O (-0.5901, 0.8430, -1.9004)
C (2.1034, 4.3795, 3.6280)
H (2.6038, -1.1346, 3.5867)
H (4.7803, 1.6454, -0.2960)
C (1.1226, 2.9598, 1.9523)
H (1.8367, 0.5363, -1.9162)
H (-5.2118, -3.4751, 3.7504)
N (3.1806, 0.2416, -0.0902)

Computed properties:
Spin multiplicity   3
Relative energy (zero: lowest compared OMol25 entry of this formula, charge and spin)   5.5 kcal per mole
HOMO-LUMO gap (spin up / spin down)   0.2506 / 0.2690 Eh
Total energy   -2678.6145 Eh
LUMO energy (spin up / spin down)   0.1 / -0.3 eV

Löwdin atomic charge list, values in e, 6 entries: number 1, C, carries -0.694; number 2, H, carries 0.107; number 3, H, carries 0.090; number 4, C, carries -0.037; number 5, C, carries -0.043; number 6, C, carries -0.053